Below is a cluster of 2 separate species, C3H5N2O in total, with properties calculated with wB97M-V/def2-TZVPD.

CARTESIAN COORDINATES (ANGSTROEM)
O (3.32105, -0.98465, 0.04814)
N (0.71162, -0.96499, -0.07291)
N (3.19897, 1.39454, -0.09904)
C (-1.78557, -0.52616, 0.09029)
C (3.26674, 0.19232, 0.01490)
C (-0.40843, -0.74752, -0.04608)
H (-2.12752, -1.07401, 0.84681)
H (-2.21658, -0.66765, -0.80772)
H (3.82078, 2.10167, 0.22371)
H (-2.15721, 0.58513, 0.19604)
H (1.76050, -1.28071, -0.20580)

- 2S+1: 3
- Kohn-Sham gap (alpha / beta): 6.06 / 8.14 eV
- Energy above the lowest of the compared OMol25 structures with the same formula, charge and spin: 218.0 kJ/mol
- Net charge: +1
- Highest occupied orbital energy (alpha / beta): -9.655 / -16.550 eV
- ⟨S²⟩: 2.014

***

Below is the ion C3H5N2O2 with charge +1, with properties calculated with wB97M-V/def2-TZVPD.

CARTESIAN COORDINATES (ANGSTROEM)
O (-3.49320, -1.26144, -0.35511)
O (-3.31587, 0.80000, 0.23799)
N (1.02957, 0.68607, -0.24809)
N (-2.94607, -0.26132, -0.14095)
C (1.80736, -0.49244, 0.25917)
C (-1.44063, -0.16645, -0.32075)
C (-0.27808, 0.27673, -0.12651)
H (1.17609, 1.31471, 0.56396)
H (2.85392, -0.26690, 0.03192)
H (1.49213, -1.36904, -0.08705)
H (1.35008, 1.14000, -1.13428)
H (1.76470, -0.39992, 1.31970)

- 2S+1: 3
- Kohn-Sham gap (alpha / beta): 7.30 / 7.41 eV
- Energy above the lowest of the compared OMol25 structures with the same formula, charge and spin: 709.0 kJ/mol
- Net charge: +1
- Highest occupied orbital energy (alpha / beta): -11.594 / -15.598 eV
- ⟨S²⟩: 2.028

***

Below is the ion C3H5N2O3 with charge -1, with properties calculated with wB97M-V/def2-TZVPD.

CARTESIAN COORDINATES (ANGSTROEM)
O (0.16014, -0.10543, -2.92486)
O (0.09760, -0.20782, 2.61284)
O (-0.49534, 1.53356, -1.48654)
N (1.41703, 0.25750, 0.84804)
N (-0.59228, -0.66506, -0.85399)
C (0.22607, -0.09059, 1.39648)
C (-0.25880, 0.36379, -1.85770)
C (-0.94637, -0.24996, 0.46714)
H (-1.56527, 0.63390, 0.36012)
H (2.10775, 0.59555, 1.49427)
H (0.01223, -1.46705, -0.82325)
H (-1.56818, -1.03313, 0.90969)
H (1.40540, 0.43475, -0.14222)

- SMILES: NC(=O)CNC(=O)[O-]
- Kohn-Sham gap: 8.42 eV
- Energy above the lowest of the compared OMol25 structures with the same formula, charge and spin: 18.9 kJ/mol
- Net charge: -1
- Highest occupied orbital energy: -4.525 eV

***

Below is the molecule C3H5N2OP, with properties calculated with wB97M-V/def2-TZVPD.

CARTESIAN COORDINATES (ANGSTROEM)
P (2.53844, 0.90688, -0.35576)
O (1.33445, -1.23228, 0.53140)
N (2.28994, -0.30018, 0.58853)
N (-1.04933, 2.15910, 0.53705)
C (0.26317, -1.11823, -0.43197)
C (-1.02147, -0.34675, 0.17439)
C (-0.84488, 1.12452, -0.07325)
H (-2.04450, -0.63805, -0.15017)
H (0.62765, -0.73721, -1.38050)
H (-1.17015, 3.07644, 0.21184)
H (0.06976, -2.18611, -0.76603)
H (-0.99308, -0.70813, 1.11447)

- Kohn-Sham gap (alpha / beta): 7.78 / 6.69 eV
- Energy above the lowest of the compared OMol25 structures with the same formula, charge and spin: 663.9 kJ/mol
- Net charge: 0
- Highest occupied orbital energy (alpha / beta): -7.812 / -7.393 eV

***

Below is the molecule C3H5N3, with properties calculated with wB97M-V/def2-TZVPD.

CARTESIAN COORDINATES (ANGSTROEM)
N (0.88301, 0.69378, -0.11177)
N (-1.14306, 1.70355, 0.15674)
N (0.66193, -1.53492, 0.05217)
C (1.45845, -0.55102, -0.09999)
C (-0.67850, -0.95400, 0.08307)
C (-0.48390, 0.61631, 0.14577)
H (-1.12661, -1.06940, -0.90898)
H (2.53211, -0.63745, -0.22716)
H (1.35603, 1.57613, -0.21620)
H (-2.13227, 1.66048, 0.36834)
H (-1.30534, -1.55421, 0.75718)

- SMILES: [H]/N=C1\CN=CN1
- Kohn-Sham gap: 9.92 eV
- Energy above the lowest of the compared OMol25 structures with the same formula, charge and spin: 66.5 kJ/mol
- Net charge: 0
- Highest occupied orbital energy: -8.966 eV

***

Below is the molecule C3H5N3, with properties calculated with wB97M-V/def2-TZVPD.

CARTESIAN COORDINATES (ANGSTROEM)
N (-0.51688, -1.44892, 1.57412)
N (-0.34787, -0.14976, 1.22756)
N (-0.19503, -2.12119, 0.54780)
C (0.02182, -0.01132, -0.07621)
C (0.14208, -1.31503, -0.48433)
C (0.20631, 1.29154, -0.69143)
H (-0.18472, 2.07083, 0.00220)
H (1.27323, 1.46297, -0.90492)
H (-0.58047, 0.56244, 1.91280)
H (-0.29871, 1.38572, -1.65957)
H (0.48023, -1.72730, -1.44800)

- SMILES: Cc1cnn[nH]1
- Kohn-Sham gap: 10.28 eV
- Energy above the lowest of the compared OMol25 structures with the same formula, charge and spin: 104.9 kJ/mol
- Net charge: 0
- Highest occupied orbital energy: -9.500 eV

***

Below is the molecule C3H5N3, with properties calculated with wB97M-V/def2-TZVPD.

CARTESIAN COORDINATES (ANGSTROEM)
N (1.14274, 1.56622, 0.57569)
N (-1.47442, -0.63475, -0.48793)
N (0.69024, -0.71523, 0.16258)
C (-0.56077, -1.46281, -0.12981)
C (-1.04764, 0.66111, -0.39239)
C (0.24965, 0.75915, 0.14433)
H (1.20548, -0.94815, 1.01279)
H (-0.56579, -2.54258, -0.11968)
H (0.82534, 2.52740, 0.48220)
H (1.34890, -0.79967, -0.61590)
H (-1.68893, 1.49151, -0.65145)

- Kohn-Sham gap: 7.56 eV
- Energy above the lowest of the compared OMol25 structures with the same formula, charge and spin: 250.3 kJ/mol
- Net charge: 0
- Highest occupied orbital energy: -7.035 eV

***

Below is the molecule C3H5N3, with properties calculated with wB97M-V/def2-TZVPD.

CARTESIAN COORDINATES (ANGSTROEM)
N (0.65503, -0.32337, 0.56129)
N (-0.74578, 0.34674, -0.96593)
N (-1.46759, 0.48239, 1.24448)
C (0.44301, 0.00890, -1.60669)
C (-0.55298, 0.16591, 0.31073)
C (1.33407, -0.46476, -0.69780)
H (2.39359, -0.77213, -0.78590)
H (1.06403, -0.63736, 1.42496)
H (-1.35380, 0.22249, 2.22012)
H (-2.34903, 0.82827, 0.97318)
H (0.57945, 0.14292, -2.67845)

- SMILES: Nc1ncc[nH]1
- Kohn-Sham gap: 8.59 eV
- Energy above the lowest of the compared OMol25 structures with the same formula, charge and spin: 12.9 kJ/mol
- Net charge: 0
- Highest occupied orbital energy: -7.780 eV